Molecular formula: C19H23AuBrF6GeNO5P
Method: DFT, ωB97M-V with the def2-TZVPD basis set

Calculated values
- Kohn-Sham gap (alpha / beta) (eV) = 7.3 / 5.5
- energy relative to the best compared isomer or geometry (same formula, charge and spin) (kJ/mol) = 0.0
- HOMO energy (alpha / beta) (eV) = -8.93 / -8.93
- multiplicity = 2
- molar mass (u) = 839.84
- expectation value of S² = 0.75

Geometry (Å):
Au1 0.19208 0.84223 -1.40460
C1 1.90843 2.24951 5.23487
O1 0.54031 2.58298 5.02244
C2 0.05282 2.45622 3.78177
C3 -1.31583 2.82681 3.63933
C4 -1.89695 2.73223 2.42533
C5 -1.20460 2.26055 1.25826
C6 -1.88938 2.28998 0.03593
C7 -3.29114 2.84042 -0.06793
O2 -1.47652 1.91535 -1.12326
C8 0.18030 1.86586 1.42272
O3 0.93217 1.40120 0.50603
C9 0.77210 2.00474 2.70986
H1 2.10582 2.45723 6.28173
H2 2.55876 2.86187 4.60800
H3 2.08804 1.19331 5.02518
H4 -1.85280 3.17492 4.50972
H5 -2.93322 3.02227 2.33565
H6 -3.30851 3.90181 0.17957
H7 -3.96436 2.32022 0.61174
H8 -3.64277 2.70260 -1.08594
H9 1.80981 1.71333 2.78552
Br1 3.91975 -0.05639 3.38640
C10 2.91123 -1.48726 2.68102
C11 3.40034 -2.78459 2.77171
N1 2.75232 -3.83284 2.27812
C12 1.58741 -3.62027 1.67799
C13 1.02472 -2.35776 1.55789
C14 1.70629 -1.25375 2.06084
C15 -0.27704 -2.08960 0.89362
O4 -1.00320 -3.16713 0.69130
O5 -0.69893 -1.00126 0.57309
H10 4.35048 -2.97551 3.25626
H11 1.08941 -4.49378 1.27156
H12 1.30779 -0.25692 1.93356
F1 1.27768 -1.18915 -1.61837
P1 2.88622 -0.95099 -2.14338
F2 3.33769 -1.04516 -0.61026
F3 2.53740 0.66289 -1.89761
F4 3.03763 -2.51717 -2.32526
F5 4.34847 -0.60434 -2.61836
F6 2.30615 -0.80335 -3.63291
C16 -3.19556 -0.69077 -2.40409
Ge1 -1.64407 -0.94796 -3.57622
C17 -0.78540 -2.66479 -3.23211
C18 -2.20225 -0.83429 -5.45599
C19 -0.46677 0.60819 -3.31921
H13 -3.94047 -1.46520 -2.59030
H14 -3.65470 0.28097 -2.58986
H15 -2.90157 -0.74144 -1.35444
H16 -1.43823 -3.45194 -3.61336
H17 -0.62901 -2.82875 -2.16745
H18 0.17901 -2.73128 -3.73326
H19 -2.91047 -1.62958 -5.69129
H20 -1.34077 -0.94086 -6.11551
H21 -2.68182 0.12262 -5.66330
H22 -1.01993 1.53230 -3.48965
H23 0.46561 0.59148 -3.88311